(1)
This record from OMol25 describes C4H8CsF3NO4S as an isolated structure at a distorted geometry. The level of theory is the ωB97M-V functional and the def2-TZVPD basis.

Computed properties:
Charge: +1
HOMO level: -8.9 eV
ΔE to the lowest compared entry with this formula, charge and spin: 228.7 kJ/mol

Last column: Mulliken charge in e.
Element x y z (Å)
H 1.734 6.561 1.687  0.361
C 1.533 5.569 2.093  -0.758
N 1.736 4.587 0.891  -0.180
H 2.699 2.068 1.039  0.372
C 0.878 3.367 0.920  0.569
H 2.179 5.403 2.955  0.328
H 1.370 5.020 0.055  0.363
O -3.866 -4.200 -2.353  -0.625
H 1.217 1.160 0.985  0.321
O -1.601 -4.343 -1.744  -0.724
H 1.699 2.199 2.432  0.333
H 0.491 5.473 2.397  0.350
H 2.720 4.516 0.674  0.373
O -2.126 -4.799 -4.101  -0.630
O -0.138 3.410 0.266  -0.385
C 1.654 2.091 1.348  -1.046
F -1.534 -7.403 -2.557  -0.231
C -2.725 -6.725 -2.313  0.579
S -2.609 -4.848 -2.725  1.069
F -3.717 -7.277 -3.053  -0.226
Cs 1.439 -4.999 2.135  0.997
F -3.035 -6.829 -1.032  -0.209



(2)
This record from OMol25 describes one molecule with the formula C3H4FN3 at a distorted geometry. The level of theory is the ωB97M-V functional and the def2-TZVPD basis.

Computed properties:
Charge: 0
HOMO level: -8.2 eV
SMILES string: Nc1nc(F)c[nH]1
ΔE to the lowest compared entry with this formula, charge and spin: 0.0 kJ/mol

Last column: Mulliken charge in e.
Element x y z (Å)
H -1.940 -1.759 -0.153  0.302
H -0.782 1.732 -0.192  0.198
H 1.787 1.913 -0.009  0.366
N 0.474 -1.173 -0.031  -0.604
H -2.448 -0.369 0.662  0.251
C 1.553 -0.343 -0.038  0.388
N -1.894 -0.725 -0.114  -0.534
F 2.780 -0.839 -0.023  -0.257
N -0.188 0.945 -0.037  -0.058
C 1.214 0.977 -0.035  -0.361
C -0.556 -0.358 -0.031  0.310



(3)
This record from OMol25 describes one molecule with the formula C3H3FS2 at a distorted geometry. The level of theory is the ωB97M-V functional and the def2-TZVPD basis.

Computed properties:
Charge: 0
HOMO level: -9.1 eV
SMILES string: C=C(F)C(=S)S
ΔE to the lowest compared entry with this formula, charge and spin: 23.8 kJ/mol

Last column: Mulliken charge in e.
Element x y z (Å)
F -0.960 -1.268 -0.008  -0.290
H 0.726 -2.257 0.125  0.185
C -0.406 -0.030 -0.015  0.484
S 1.941 1.348 -0.004  -0.295
C 1.069 -0.014 -0.037  0.241
C -1.214 0.999 0.009  -0.698
H -2.276 0.764 -0.106  0.276
S 1.910 -1.531 -0.012  -0.178
H -0.791 1.988 0.049  0.275



(4)
This record from OMol25 describes a 2-piece molecular cluster, C2H7N4O overall at a distorted geometry. The level of theory is the ωB97M-V functional and the def2-TZVPD basis.

Computed properties:
Charge: +1
HOMO level: -14.0 eV
ΔE to the lowest compared entry with this formula, charge and spin: 105.6 kJ/mol

Last column: Mulliken charge in e.
Element x y z (Å)
N 2.710 0.337 -0.074  -0.564
N -2.250 0.820 -0.138  -0.350
C -3.749 0.116 -0.154  0.482
H 2.725 -0.630 -0.554  0.403
N -3.518 -1.143 0.082  -0.325
H -2.297 1.815 -0.273  0.208
H 3.039 1.297 -0.455  0.378
H -4.238 -1.843 -0.020  0.245
H 1.652 0.328 0.180  0.430
C -0.989 0.556 0.079  0.269
H -2.627 -1.584 0.461  0.221
O -4.660 0.769 -0.402  -0.371
N 0.159 0.488 0.168  -0.395
H 3.206 0.219 0.798  0.370



(5)
This record from OMol25 describes a 5-piece molecular cluster, C5H18O5 overall at a distorted geometry. The level of theory is the ωB97M-V functional and the def2-TZVPD basis.

Computed properties:
Charge: -2
HOMO level: 1.2 eV
ΔE to the lowest compared entry with this formula, charge and spin: 81.4 kJ/mol

Last column: Mulliken charge in e.
Element x y z (Å)
O -21.409 10.746 -22.350  -0.481
H -18.725 10.239 -17.263  0.003
O -14.702 9.300 -14.519  -0.490
C -21.608 12.048 -21.880  -0.554
H -23.398 13.440 -12.446  0.296
C -15.502 10.819 -21.196  -0.334
H -20.641 12.414 -21.534  0.204
H -21.572 12.162 -13.143  0.261
H -15.043 11.338 -22.038  0.132
H -16.525 11.102 -20.947  0.043
H -15.317 10.919 -15.434  0.228
H -22.933 12.301 -14.379  0.265
H -20.527 10.035 -17.077  0.053
H -19.764 10.259 -18.677  -0.021
C -22.212 12.811 -13.741  -0.560
H -15.546 11.019 -13.620  0.189
H -22.100 10.232 -21.926  0.307
H -13.950 11.235 -14.283  0.235
H -21.789 12.729 -22.712  0.239
H -21.605 13.225 -14.546  0.222
O -22.746 13.886 -12.992  -0.495
H -13.840 9.043 -14.182  0.278
H -22.322 12.091 -21.057  0.272
C -19.644 9.830 -17.682  -0.103
O -19.553 8.500 -17.991  -0.905
C -14.900 10.724 -14.446  -0.445
H -14.893 11.011 -20.313  0.086
O -15.533 9.414 -21.343  -0.924



(6)
This record from OMol25 describes C31H30AuCl2FN2O5Si as an isolated structure at a distorted geometry. The level of theory is the ωB97M-V functional and the def2-TZVPD basis.

Computed properties:
Charge: 0
HOMO level: -8.0 eV

Last column: Mulliken charge in e.
Element x y z (Å)
O 1.363 0.564 -1.258  -0.875
H -0.783 1.230 3.202  0.253
C 5.706 4.841 -2.033  -1.162
H -1.065 -2.291 3.788  0.513
C 4.491 -2.714 -0.518  0.152
H 0.647 -2.639 0.592  -1.361
C 5.145 3.447 -1.917  1.067
C 4.421 -2.451 4.130  -0.704
C 4.829 -3.567 -1.552  -0.764
C 4.094 0.847 -1.717  -1.078
C 3.387 -1.523 2.128  -0.791
C 0.720 -3.193 -0.334  0.827
C 5.423 1.064 -1.928  -0.023
C 3.160 -2.525 -0.165  -0.739
H 0.473 -1.652 3.183  0.224
H 4.362 5.510 0.378  0.377
N 2.910 4.335 -1.527  0.112
H 6.539 4.846 -2.735  0.470
C 1.822 1.729 -1.303  1.714
F 6.267 0.021 -2.044  -0.357
H 4.795 -3.324 4.645  0.441
H -2.031 0.335 4.086  0.394
C 1.625 4.127 -1.227  -0.556
C -0.286 -2.624 -1.328  0.550
C -0.506 -2.036 2.883  -1.019
O -1.012 -1.561 -0.978  -0.832
H 4.080 -4.900 -3.058  0.412
H 2.613 6.333 -1.986  0.496
H 4.983 6.828 -2.505  0.438
H -3.812 -0.810 1.050  0.310
H 4.310 5.541 -3.503  0.361
N 2.848 -1.600 0.868  1.276
C 3.413 5.722 -1.564  -0.209
C 1.046 2.900 -1.081  0.070
O -1.115 3.798 -1.048  -0.656
H 7.013 2.465 -2.245  0.518
C -1.726 0.689 3.098  -0.991
H 4.181 7.187 -0.171  0.395
H 5.258 -2.173 0.022  0.584
C 2.150 -3.226 -0.819  0.184
C 3.898 -0.124 4.078  -0.700
H 3.682 -0.148 -1.662  0.728
O -0.782 2.028 0.239  -0.412
C 3.245 1.953 -1.580  0.016
Cl 2.631 1.084 2.042  -0.106
H 5.868 -3.696 -1.825  0.444
H 2.258 -0.828 0.590  -0.744
H 4.865 -1.093 5.731  0.390
C 3.827 -4.233 -2.245  -0.734
H 0.368 -4.216 -0.190  0.665
C 4.617 5.802 -2.487  -1.111
C -3.157 -1.539 1.530  -1.075
H -0.342 -2.955 2.323  0.384
C 5.956 2.345 -2.046  -0.874
H -2.469 1.394 2.724  0.293
H 1.712 -4.574 -2.406  0.515
H 6.102 5.155 -1.064  0.353
C 2.503 -4.064 -1.872  -0.587
C -0.395 2.910 -0.646  0.027
H 2.782 6.287 0.427  0.392
Au -0.518 0.026 0.024  1.095
C 3.706 6.206 -0.146  -1.366
C 4.445 -1.209 4.742  -0.478
C 3.769 3.250 -1.675  -0.007
H -3.022 -2.368 0.834  0.282
C 3.897 -2.608 2.858  0.796
Cl 3.814 -4.231 2.245  -0.212
H 1.009 5.011 -1.109  0.529
C 3.374 -0.294 2.812  0.806
H -3.648 -1.910 2.434  0.363
Si -1.532 -0.777 1.983  0.490
H 3.874 0.857 4.531  0.457
O -0.491 -3.190 -2.367  -0.640



Number 1: lowest unoccupied orbital energy -4.78 eV. Number 2: lowest unoccupied orbital energy 0.78 eV. Number 3: lowest unoccupied orbital energy -0.98 eV. Number 4: lowest unoccupied orbital energy -3.41 eV. Number 5: lowest unoccupied orbital energy 3.97 eV. Number 6: lowest unoccupied orbital energy -0.55 eV.